[1]
DFT (ωB97M-V/def2-TZVPD) results for a 10-piece molecular cluster, C31H89N13O10 overall.

Geometry as XYZ:
```
143
Properties=species:S:1:pos:R:3:forces:R:3:mulliken_charge:R:1
C -0.4200 -6.7698 0.9673 0.1 0.7 0.8 -1.482
C -1.6806 -6.3580 0.1961 2.4 -2.3 -1.3 1.002
C -1.3864 -6.4064 -1.3116 -1.0 1.6 0.0 -0.905
O -0.7334 -5.2283 -1.8020 1.3 -2.3 0.1 -0.153
C -1.4205 -4.0450 -1.7670 -0.5 1.0 -0.4 -0.383
N -2.6727 -7.4192 0.4936 -1.2 1.4 -0.1 -0.819
H -0.0177 -7.7637 0.7714 -1.0 -0.5 0.0 0.361
H -0.7776 -6.6308 1.9876 0.7 -0.6 0.4 0.325
H 0.5177 -6.2290 0.8396 -0.4 1.0 -0.2 0.318
H -1.9663 -5.3484 0.4911 -0.5 -0.4 0.2 0.073
H -2.3570 -6.5081 -1.7971 -0.3 0.2 -0.4 0.424
H -0.8463 -7.3109 -1.5914 0.5 0.3 0.1 0.259
H -1.6072 -3.6637 -0.7630 -0.2 -0.1 0.1 0.095
H -2.3393 -4.1086 -2.3499 -0.4 0.0 0.1 0.390
H -0.8000 -3.3047 -2.2719 0.0 0.0 0.1 0.044
H -3.4822 -7.0807 -0.0065 -1.0 0.3 0.5 0.291
H -2.5803 -8.2600 -0.0583 1.3 -0.4 0.0 0.271
C 1.8350 -3.3867 -2.3837 1.0 0.4 0.2 -1.975
C 3.3676 -3.0720 -2.5374 -1.4 -0.9 -0.1 0.754
C 4.2086 -4.2608 -2.1460 0.4 -0.3 0.4 -1.025
O 5.5450 -3.7466 -2.0285 0.2 -1.1 0.5 -0.255
C 6.5167 -4.7009 -1.5798 -0.5 -0.2 -0.2 -0.818
N 3.5812 -2.7344 -3.9193 0.2 0.4 -0.7 -0.746
H 1.5551 -4.2932 -2.9204 0.2 -0.2 0.0 0.618
H 1.2227 -2.6006 -2.8255 0.3 0.1 0.1 0.392
H 1.5535 -3.5136 -1.3383 0.0 0.0 0.0 0.446
H 3.7561 -2.2618 -1.9203 -0.5 0.3 0.1 0.388
H 4.1438 -5.1002 -2.8383 0.3 0.2 -0.9 0.355
H 3.7861 -4.7735 -1.2819 0.5 0.5 1.1 0.437
H 7.5272 -4.2982 -1.6492 -0.3 0.4 0.0 0.241
H 6.5001 -5.6159 -2.1720 -0.1 0.0 -0.4 0.316
H 6.3419 -5.0405 -0.5589 -0.2 0.3 0.3 0.315
H 3.4132 -3.5817 -4.4428 -0.2 -0.1 -0.4 0.287
H 4.5627 -2.5488 -4.0691 0.3 0.2 0.0 0.309
C 4.1897 1.1614 -3.8066 0.1 -1.3 -1.2 -1.252
C 5.5180 1.6452 -4.4171 0.1 0.6 2.7 0.400
C 5.7231 3.1647 -4.1531 -0.5 -1.9 -2.2 -0.635
O 4.6844 3.7193 -4.9626 1.6 -0.3 -0.5 -0.287
C 4.7758 5.1000 -5.0951 -2.1 1.2 2.3 -0.920
N 6.5756 0.8414 -3.7625 0.4 -0.2 0.2 -0.714
H 3.2550 1.5368 -4.2230 0.3 0.7 0.0 0.465
H 4.1505 1.1836 -2.7176 0.3 0.3 0.0 0.302
H 4.1643 0.1105 -4.0949 -0.2 -0.3 0.3 0.190
H 5.5957 1.4663 -5.4895 -0.3 0.1 0.1 0.307
H 6.7169 3.2746 -4.5873 0.2 1.1 -0.1 0.416
H 5.7284 3.4774 -3.1090 -0.4 0.0 0.1 0.278
H 5.6555 5.6726 -5.3890 0.4 -0.9 -0.7 0.343
H 4.5627 5.4097 -4.0720 0.4 0.9 0.5 0.288
H 3.8471 5.4671 -5.5319 0.3 -0.2 -0.9 0.354
H 6.5553 0.8942 -2.7541 -1.0 -0.1 0.4 0.227
H 7.5190 1.1853 -3.8708 0.2 0.3 -1.1 0.254
C -0.4653 1.7743 4.7844 -2.3 -1.6 -0.3 -1.716
C 0.9814 1.9768 4.8092 2.6 -0.5 -1.3 0.384
C 1.7225 1.2513 3.6138 -0.4 0.1 0.4 -0.186
O 3.1389 1.2095 3.8476 -0.7 -0.2 0.5 -0.425
C 4.0162 0.8586 2.7860 -0.5 1.4 -0.7 -0.747
N 1.2665 3.4060 4.7410 -0.1 -0.4 0.7 -0.584
H -0.9734 1.7699 5.7487 0.3 0.6 0.3 0.444
H -0.6478 0.7390 4.4965 -0.1 -0.2 -0.4 0.286
H -1.0587 2.3872 4.1059 0.2 0.1 0.1 0.557
H 1.3425 1.4721 5.7053 0.4 0.2 0.2 0.406
H 1.4447 1.6974 2.6589 0.4 0.8 -0.2 -0.010
H 1.2478 0.2763 3.5034 0.5 -0.7 0.4 0.427
H 3.6772 0.0429 2.1473 0.1 -0.5 0.5 0.299
H 5.0453 0.7969 3.1400 -0.3 -0.7 0.5 0.295
H 4.1017 1.7106 2.1116 -0.3 0.3 -0.4 0.294
H 0.6318 3.7875 5.4278 0.0 0.8 0.1 0.220
H 2.2027 3.6181 5.0549 0.3 -0.1 0.0 0.241
C -1.7830 -1.1030 0.6838 1.5 -2.2 -0.6 -1.219
C -1.0372 0.1715 0.9899 -0.4 1.3 1.7 0.861
C 0.2430 0.5383 0.2375 -0.3 0.2 -0.4 -0.784
O -0.0561 0.6605 -1.1735 1.1 -1.6 0.3 -0.183
C 1.0490 0.2006 -1.9628 0.6 0.7 -0.4 -1.114
N -1.9199 1.2745 0.8142 -0.4 1.9 -2.3 0.323
H -2.1182 -1.7033 1.5296 -0.4 0.5 0.3 0.480
H -1.0894 -1.8105 0.2293 0.5 -0.2 -0.1 0.070
H -2.5434 -1.0771 -0.0968 -0.3 0.8 0.3 0.411
H -0.9110 0.4118 2.0456 1.3 -1.6 0.7 -0.124
H 1.0961 -0.0922 0.4881 -0.1 -0.8 -0.5 0.648
H 0.6124 1.5116 0.5604 -0.4 0.4 0.2 -0.311
H 1.4992 -0.7729 -1.7687 -0.7 -0.4 0.7 0.052
H 1.9061 0.8632 -1.8426 0.0 0.5 0.0 0.450
H 0.8270 0.1823 -3.0298 -0.5 0.3 0.1 0.456
H -2.8337 1.1853 1.2351 0.3 -0.7 0.2 0.063
H -2.1114 1.1643 -0.1714 -0.7 1.1 -0.7 -0.147
C -5.9273 -2.3347 2.1291 1.7 1.4 0.0 -1.180
C -6.1608 -3.7176 2.6018 1.0 -0.5 -1.7 0.941
C -5.5372 -3.9863 3.9574 -0.1 -0.1 0.8 -1.038
O -4.1680 -3.6162 4.1457 -0.1 0.0 0.7 -0.146
C -3.7902 -3.8372 5.5381 0.0 -0.1 -1.3 -0.856
N -7.5497 -4.0640 2.5525 -1.3 -0.4 0.8 -0.851
H -4.8844 -2.2970 1.8141 0.4 0.1 0.2 0.015
H -5.9656 -1.6249 2.9554 -0.5 0.3 -0.2 0.195
H -6.3856 -1.9784 1.2066 -0.8 -0.2 0.3 0.472
H -5.6957 -4.3346 1.8330 0.8 -0.4 0.1 0.249
H -5.6121 -5.0489 4.1883 -0.2 -0.3 0.0 0.360
H -6.1345 -3.4471 4.6926 -0.3 0.1 0.2 0.381
H -4.2955 -3.1647 6.2313 -0.1 0.3 -0.1 0.324
H -2.7095 -3.7098 5.6017 -0.1 0.1 -0.1 0.232
H -4.0240 -4.8538 5.8541 -0.1 -0.2 -0.1 0.336
H -7.6272 -5.0709 2.5343 -0.2 -0.3 0.3 0.279
H -7.9315 -3.7902 1.6584 0.0 0.3 0.0 0.285
C 2.3252 4.3264 -1.5000 -0.9 -0.5 -1.0 -0.702
C 1.2716 5.2342 -2.2113 1.5 0.2 1.6 0.346
C 0.0564 4.4065 -2.6776 0.9 1.0 0.0 0.124
O 0.3552 3.6564 -3.8623 -1.1 -0.2 0.9 -0.340
C -0.8316 2.8739 -4.1183 0.8 -0.4 -0.4 -0.575
N 0.9629 6.3069 -1.2296 -0.7 -0.1 -0.5 -0.780
H 1.7273 3.6480 -0.8913 0.2 -0.6 -0.1 -0.067
H 3.0069 4.7879 -0.7855 0.0 0.6 -0.4 0.587
H 2.8862 3.8274 -2.2901 0.2 -0.6 0.3 -0.162
H 1.7892 5.7447 -3.0235 -0.4 -0.2 -0.5 0.299
H -0.7907 5.0719 -2.8441 -0.1 0.3 -0.3 0.291
H -0.2648 3.7497 -1.8691 0.1 -0.3 0.2 -0.282
H -1.5383 3.4128 -4.7494 -0.1 0.3 0.2 0.268
H -1.2939 2.5359 -3.1909 -0.2 0.1 0.0 0.198
H -0.5676 1.9712 -4.6691 0.3 0.1 -0.1 0.249
H 0.3362 5.9837 -0.5065 -0.6 -0.1 0.0 0.203
H 1.8080 6.4564 -0.6970 0.2 0.3 -0.2 0.322
C -3.5599 3.4108 -1.4203 0.5 -2.7 -0.4 0.639
O -3.4221 2.2645 -1.7885 0.1 -2.4 0.1 -0.712
N -3.4674 3.8227 -0.1954 0.2 0.4 4.4 -0.102
N -3.8126 4.3187 -2.2801 -1.1 4.6 -3.7 -0.353
H -3.4485 3.0933 0.5029 0.2 0.3 0.0 -0.199
H -3.5042 4.7839 0.1128 0.1 -0.3 -0.2 0.161
H -3.9217 4.0568 -3.2494 0.3 0.2 0.3 0.276
H -3.6582 5.2793 -2.0090 -0.3 0.0 -0.6 0.160
C -0.5407 5.1685 1.9478 -0.5 -2.6 -1.2 0.443
O -0.9662 5.9174 1.1016 -0.7 1.5 -0.5 -0.753
N -0.8756 3.8815 2.0647 -2.5 -3.6 -0.7 -0.062
N 0.3963 5.3010 2.8299 3.6 4.1 2.2 -0.322
H -1.4446 3.3335 1.4355 -0.1 0.3 -0.5 0.048
H -0.4358 3.2448 2.7138 0.2 0.7 -0.2 -0.003
H 0.8743 6.1907 2.8400 0.1 -0.1 0.2 0.231
H 0.8489 4.5070 3.2597 0.0 0.1 0.3 0.371
C -4.7111 1.2366 2.8332 0.2 -0.3 -0.3 0.798
O -4.4118 1.0817 1.6716 -0.2 -0.6 -1.1 -0.772
N -4.3148 0.4872 3.8530 2.1 -2.5 -0.1 -0.355
N -5.4501 2.1825 3.2855 -3.1 3.9 1.3 -0.405
H -4.5793 0.6167 4.8191 0.5 -0.3 -0.4 0.174
H -3.5738 -0.0893 3.4805 0.1 -0.8 1.3 0.132
H -5.5407 2.1963 4.2913 -0.5 0.8 -0.5 0.097
H -5.8872 2.8712 2.6900 0.1 -0.2 0.2 0.244
```
Forces are in eV/Å.

Output
Calculated total energy (eV): -73430.7480
Highest occupied orbital energy (Eh): -0.30038
Kohn-Sham gap (eV): 8.3
Charge: 0
SMILES: COC[C@H](C)N.COC[C@H](C)N.COC[C@H](C)N.COC[C@H](C)N.COC[C@H](C)N.COC[C@H](C)N.COC[C@H](C)N.NC(N)=O.NC(N)=O.NC(N)=O


[2]
DFT (ωB97M-V/def2-TZVPD) results for a 17-piece molecular cluster, C31H96N6O31 overall.

Geometry as XYZ:
```
164
Properties=species:S:1:pos:R:3:forces:R:3:mulliken_charge:R:1
C 3.2392 4.0040 -2.5647 2.1 2.3 -0.2 -0.724
C 3.3663 3.2319 -1.2702 -1.2 -1.6 -0.3 1.006
O 4.4650 2.3107 -1.2373 0.0 2.2 -0.5 -0.611
O 2.5516 5.2734 -2.3601 -1.2 -0.8 -0.2 -0.586
H 2.8619 3.5216 -3.4664 -0.6 -0.1 0.5 0.156
H 4.2278 4.3471 -2.8696 0.5 -0.5 0.0 0.398
H 2.4211 2.6934 -1.2022 -0.2 -0.5 0.3 -0.623
H 3.2674 3.9391 -0.4466 0.9 0.1 0.3 0.565
H 4.2269 1.4184 -0.9751 -0.6 -0.5 0.2 0.111
H 3.1153 5.9537 -1.9847 0.3 -0.3 0.0 0.321
C -3.2832 -0.4896 5.2511 -0.7 0.1 -0.6 -0.057
C -2.1356 -1.4569 5.4440 -1.2 -1.4 -0.3 0.159
O -1.5766 -1.5333 6.7288 0.5 0.6 0.7 -0.616
O -4.5675 -1.0469 5.6270 0.8 -0.7 0.6 -0.640
H -3.3292 -0.3029 4.1781 0.2 0.4 0.0 -0.130
H -3.1196 0.4180 5.8320 0.1 0.1 -0.1 0.401
H -1.3605 -1.3333 4.6877 0.1 0.4 0.3 -0.151
H -2.5310 -2.4607 5.2887 -0.3 -0.1 -0.7 0.331
H -2.2977 -1.5438 7.3624 0.0 -0.1 0.2 0.289
H -5.3075 -0.5435 5.2795 0.4 0.3 -0.2 0.342
C -3.6635 -4.0627 2.7083 1.1 0.6 -2.7 -0.666
C -2.5838 -3.2242 1.8478 0.5 -0.3 2.0 0.336
O -2.9376 -1.8447 1.8855 -1.3 -0.9 -0.1 -0.365
O -3.2299 -5.4465 2.7863 0.0 1.4 0.3 -0.540
H -4.5207 -4.0122 2.0369 -0.5 -0.1 0.2 0.348
H -3.9403 -3.5238 3.6145 0.5 -0.4 0.4 0.292
H -2.4173 -3.6856 0.8745 -0.8 0.2 -0.6 0.244
H -1.5774 -3.2992 2.2598 0.1 -0.3 0.6 -0.120
H -2.2985 -1.2772 1.4484 0.7 0.1 -0.2 -0.153
H -3.9653 -5.9591 3.1297 0.0 0.0 0.1 0.306
C 1.5378 0.1672 6.6695 1.1 0.3 2.2 0.640
C 2.7347 -0.2474 7.5957 -0.8 0.4 -0.2 -0.676
O 2.7792 -1.6728 7.8481 0.1 1.4 -0.7 -0.527
O 0.3562 0.2651 7.4398 0.1 -0.4 -0.5 -0.616
H 1.5172 -0.5772 5.8736 -0.4 0.2 -0.4 -0.181
H 1.6915 1.1951 6.3411 0.5 -0.1 -0.6 0.084
H 2.6682 0.2724 8.5515 -0.3 -0.2 0.0 0.381
H 3.6448 0.1369 7.1351 0.4 -0.4 -0.2 0.254
H 3.0550 -1.9641 6.9760 0.1 -0.9 0.0 0.313
H -0.1542 -0.5129 7.2034 -0.7 -0.2 0.3 0.356
C -0.0617 4.2022 -0.4446 0.0 -1.0 1.4 0.658
C -1.3165 4.0197 0.4444 0.6 1.5 -1.9 -0.054
O -1.5542 5.2332 1.2514 0.2 -2.3 -0.3 -0.562
O -0.0910 5.2473 -1.3646 -1.0 0.3 0.1 -0.675
H 0.1166 3.2488 -0.9419 -0.2 -0.4 -0.2 -0.524
H 0.7939 4.3342 0.2176 0.2 0.1 0.4 0.323
H -1.2018 3.0394 0.9071 0.1 0.5 1.2 -0.340
H -2.1428 3.8379 -0.2429 -0.5 0.4 0.0 0.286
H -1.4487 5.9346 0.6045 0.0 0.3 -0.1 0.410
H 0.8140 5.2645 -1.6846 0.5 0.5 -0.6 0.495
C 5.9931 -1.3623 -0.9877 0.0 -0.7 0.2 -0.142
C 5.2124 -0.6979 0.1578 0.9 -0.1 -1.0 -0.826
O 4.0329 -0.2240 -0.3804 -0.9 1.6 -0.2 0.900
O 7.1741 -1.9598 -0.5220 1.1 -0.2 0.2 -0.608
H 6.2697 -0.6575 -1.7718 0.0 0.6 0.3 0.172
H 5.4417 -2.1220 -1.5416 -0.6 -0.1 0.4 0.155
H 5.8426 0.1345 0.4709 -0.2 0.1 0.4 0.377
H 4.8978 -1.3210 0.9949 0.9 -0.5 0.2 0.386
H 3.6225 -1.0037 -0.7614 -0.8 -0.4 -0.6 -0.333
H 7.1380 -2.0973 0.4274 -0.1 0.0 0.0 0.360
C -4.1921 0.9574 0.2741 0.5 -2.5 -0.4 0.913
C -5.6737 0.4695 0.1984 0.9 2.0 0.7 -0.658
O -6.4829 1.4687 -0.4465 0.1 -1.1 0.4 -0.623
O -3.4568 0.4601 -0.9045 0.0 0.6 1.2 -0.473
H -3.6925 0.4372 1.0914 -0.1 -0.2 0.1 -0.488
H -3.9674 2.0008 0.4954 -0.7 0.3 -0.6 0.214
H -6.0082 0.3572 1.2297 -0.3 0.2 0.0 0.398
H -5.7538 -0.5272 -0.2356 0.2 0.1 -0.4 0.208
H -6.3525 1.3279 -1.3871 -0.1 0.3 -0.4 0.290
H -3.8847 0.8231 -1.6835 -0.1 0.6 -0.4 -0.073
C 0.0850 -1.6663 -6.6246 0.0 -1.6 0.5 -0.390
C 0.4340 -2.8957 -5.7949 0.6 -0.4 -0.3 -0.537
O 0.7367 -2.6474 -4.4332 1.0 0.1 -0.5 -0.140
O -1.0272 -1.0526 -6.0500 -0.3 0.7 -0.6 -0.533
H -0.1256 -2.1165 -7.5947 -0.5 0.5 -0.3 0.443
H 0.9567 -1.0241 -6.7500 0.1 0.3 0.2 0.246
H 1.2568 -3.3562 -6.3417 0.5 -0.3 0.5 0.348
H -0.3499 -3.6513 -5.7437 -0.5 0.1 -0.8 0.351
H -0.1069 -2.3754 -4.0646 -0.3 0.6 0.8 -0.146
H -0.7935 -0.9360 -5.1262 -0.4 0.2 0.5 0.068
C -0.5249 3.0557 -4.2106 0.7 -0.9 0.1 0.195
C -1.6524 2.0515 -4.1184 0.4 -0.8 0.6 1.606
O -2.7194 2.2904 -4.9627 -1.2 0.5 -1.3 -0.650
O 0.0760 3.0168 -5.5248 -0.9 0.2 0.5 -0.616
H 0.2549 2.7204 -3.5267 0.1 -0.1 0.5 -0.297
H -0.8697 4.0026 -3.7952 0.0 0.5 -0.8 0.450
H -2.0992 2.0461 -3.1242 0.4 0.2 0.4 -0.365
H -1.3455 1.0236 -4.3119 0.6 0.0 0.2 -1.133
H -2.5339 1.8174 -5.7772 -0.1 0.2 -0.3 0.422
H 0.6656 3.7668 -5.6321 0.0 0.1 0.1 0.336
C -6.3692 0.5842 -4.5618 0.4 -0.4 0.8 -0.600
C -5.1507 0.3807 -3.6766 1.5 1.0 -1.4 0.103
O -4.7297 1.5741 -2.9826 -1.0 -0.7 0.8 -0.702
O -7.4963 0.6333 -3.6957 0.1 0.0 -0.6 -0.492
H -6.3824 -0.2129 -5.3051 -0.4 -0.6 0.2 0.363
H -6.2630 1.4685 -5.1902 0.1 0.5 0.3 0.332
H -4.2986 0.1386 -4.3117 0.0 -0.2 -0.5 0.127
H -5.1617 -0.4598 -2.9826 -0.7 0.3 0.3 0.227
H -4.6611 2.3257 -3.5759 0.2 -0.1 -0.4 0.273
H -8.2821 0.7057 -4.2424 -0.2 0.1 0.1 0.308
C 3.5324 -0.3097 -4.6340 -0.1 -0.6 -0.6 -0.471
C 2.7035 0.6863 -3.8074 0.9 0.1 -1.4 -0.138
O 2.0552 0.0628 -2.7346 0.1 -0.3 0.4 1.198
O 3.9158 0.1870 -5.9148 0.0 0.6 -0.1 -0.592
H 2.9297 -1.1637 -4.9431 -0.5 -0.4 1.1 0.068
H 4.4431 -0.6827 -4.1653 -0.2 0.1 0.7 0.234
H 1.9361 1.0789 -4.4745 0.2 0.5 -0.2 0.075
H 3.3862 1.4514 -3.4379 -0.3 0.1 0.1 0.192
H 1.9706 -0.8416 -3.0455 -0.4 -0.7 0.4 -0.796
H 4.0062 -0.6386 -6.3963 0.3 0.4 -0.6 0.349
C 3.6815 2.5157 2.3244 0.1 0.7 0.8 -0.024
C 4.0527 1.4844 3.4296 -0.3 1.1 -1.6 -0.729
O 3.0354 0.5568 3.4426 -1.1 -2.1 -0.2 -0.140
O 2.6069 3.3073 2.7647 -0.7 1.1 0.8 -0.648
H 3.3413 2.1134 1.3701 0.8 -0.8 0.0 -0.033
H 4.4551 3.2688 2.1740 0.4 -0.4 -0.2 0.460
H 4.0009 1.9208 4.4271 1.0 0.7 -0.1 0.304
H 4.9847 0.9920 3.1523 0.1 0.0 0.4 0.325
H 2.2206 1.0498 3.5632 -0.6 0.0 0.1 -0.078
H 1.7377 2.9217 2.6333 0.0 -0.6 -0.2 0.063
C -0.4674 2.7840 3.7992 0.6 0.0 -1.9 -0.413
C -1.8241 2.4157 4.2925 -0.1 0.2 1.1 -0.699
O -2.6539 1.9738 3.2050 0.4 -0.1 0.7 -0.279
O 0.1604 1.6515 3.1032 0.1 1.1 1.3 1.547
H 0.2452 3.2010 4.5108 -0.2 -0.4 0.3 0.562
H -0.6164 3.5387 3.0271 0.1 0.4 0.0 -0.013
H -2.3061 3.2382 4.8211 0.1 0.5 -0.3 0.544
H -1.6938 1.7113 5.1141 -0.3 -0.8 -0.5 -0.034
H -3.1890 2.7357 2.9709 -0.1 0.0 -0.2 0.226
H -0.5032 1.3409 2.4829 -0.3 -0.7 -0.5 -0.816
C 2.3906 -2.7655 2.4621 0.5 -0.7 -1.7 0.951
C 2.9774 -4.2005 2.1908 -1.1 0.7 2.4 -0.587
O 3.0243 -4.7953 3.5067 0.7 -0.6 -0.2 -0.644
O 0.9972 -2.8487 2.6348 -1.0 -0.6 0.5 -0.404
H 2.4436 -2.1308 1.5775 1.1 0.3 -0.1 -0.633
H 2.7495 -2.2827 3.3710 1.0 -0.2 -0.3 0.334
H 3.9924 -4.3229 1.8127 -0.1 0.7 -0.1 0.251
H 2.3237 -4.7823 1.5410 -0.2 0.2 -0.1 0.317
H 2.1577 -5.0012 3.8648 -0.3 0.2 -0.4 0.347
H 0.8015 -1.9342 2.8517 -0.9 0.1 0.0 -0.024
C 2.2725 -3.3310 -1.2073 -0.7 -1.2 0.8 0.145
O 3.0982 -2.4855 -1.3861 1.7 2.3 -1.2 -0.560
N 2.5857 -4.6149 -1.1008 0.2 -2.9 0.3 -0.315
N 0.9882 -3.0973 -0.9775 -1.7 1.3 0.1 0.461
H 3.3402 -5.0732 -1.5914 0.0 0.5 0.3 0.227
H 1.8836 -5.1884 -0.6556 0.4 -0.3 -0.5 0.149
H 0.7319 -2.1205 -0.9970 -0.4 -0.2 0.3 -0.761
H 0.3141 -3.8055 -0.7241 0.2 0.4 -0.2 0.200
C -2.0708 -2.2958 -2.7154 0.7 0.5 -0.8 0.252
O -1.4026 -1.3861 -3.2261 0.2 -0.3 -0.2 0.402
N -2.1198 -3.5571 -3.0927 0.7 -2.7 -1.9 -0.294
N -2.8367 -2.1566 -1.6816 -1.6 1.8 2.7 0.182
H -1.5676 -3.9048 -3.8637 -0.3 -0.1 0.3 0.173
H -2.6848 -4.1626 -2.5146 0.5 -0.3 -0.7 0.144
H -3.4923 -2.8725 -1.4027 0.2 0.5 0.1 0.298
H -2.9061 -1.2107 -1.3345 -0.6 0.3 0.7 -0.539
C 0.0335 0.2083 0.2238 -0.1 -0.7 1.0 0.683
O -0.7691 -0.0989 1.1004 -1.0 0.0 1.1 -0.532
N -0.2377 0.4989 -0.9911 -3.8 1.3 -4.4 2.170
N 1.3158 0.2133 0.3496 5.5 -0.3 2.8 1.441
H 0.4396 0.5893 -1.7349 0.1 0.0 0.1 -0.961
H -1.2166 0.6465 -1.1914 -0.1 -0.2 -0.4 -1.023
H 2.0030 0.4204 -0.3609 -0.6 0.1 -0.3 -1.044
H 1.7715 0.1365 1.2477 -0.3 -0.2 0.2 -0.466
```
Forces are in eV/Å.

Output
Calculated total energy (eV): -106111.2579
Highest occupied orbital energy (Eh): -0.33423
Kohn-Sham gap (eV): 9.0
Charge: 0